Run w
This record from the OMol25 dataset describes the ion C5H12N3 with charge +1. The level of theory is the ωB97M-V functional and the def2-TZVPD basis.

ORCA input file:
```
! RIJCOSX wB97M-V def2-TZVPD def2/J DEFGRID3
* xyz 1 1
C -0.44835 -2.38654 -1.25417
C 0.07067 -1.19886 -0.59227
C 1.17521 -0.61317 -0.22682
C 1.02554 0.61558 0.64512
N 1.43022 0.29058 1.96418
N -0.40638 1.02284 0.50661
C -0.64872 2.20738 -0.29954
N -1.15092 -0.07931 0.04915
H -0.84715 -3.09251 -0.52384
H 0.37625 -2.87054 -1.77971
H -1.22458 -2.15942 -1.98396
H 2.17144 -0.96207 -0.42117
H 1.66567 1.43370 0.30171
H 1.47179 1.07964 2.59289
H 0.92212 -0.47302 2.38748
H -1.65715 2.57429 -0.10354
H 0.04322 2.98368 0.01431
H -0.51369 2.02874 -1.37200
H -1.80253 0.17133 -0.70175
H -1.65267 -0.57230 0.79731
*
```

Values from the calculation:
- structure (SMILES) = CC1=C[C@H](N)N(C)[NH2+]1
- Kohn-Sham gap (eV) = 10.558

=====

Run x
This record from the OMol25 dataset describes the ion C5H12N3 with charge +1. The level of theory is the ωB97M-V functional and the def2-TZVPD basis.

ORCA input file:
```
! RIJCOSX wB97M-V def2-TZVPD def2/J DEFGRID3
* xyz 1 1
C -0.87547 1.70974 0.46102
N -0.37622 0.83684 -0.51628
N -1.39950 -0.11905 -0.94133
C -1.44960 -1.13340 0.10867
C -0.12039 -1.24531 0.55550
C 0.73273 -0.26206 -0.10323
C 1.72522 0.32872 0.87702
N 1.19648 -0.87212 -1.35294
H -1.34507 2.55583 -0.14419
H -1.62571 1.24896 1.03080
H 0.00199 1.94536 0.92604
H -1.22193 -0.49339 -1.94311
H -2.38347 0.33669 -1.15486
H -2.39939 -1.55108 0.35633
H 0.27925 -2.13804 1.10801
H 2.16792 1.28602 0.56008
H 2.59740 -0.32810 0.92682
H 1.15429 0.41580 1.82374
H 2.12743 -0.63534 -1.40560
H 1.21405 -1.88607 -1.17250
*
```

Values from the calculation:
- structure (SMILES) = CN1[NH2+]C=C[C@@]1(C)N
- Kohn-Sham gap (eV) = 10.257

=====

We find run w to be the most stable, with the next structure 33.3 kcal/mol higher.

=====

Run w
This record from the OMol25 dataset describes the ion C5H10NOS with charge +1. The level of theory is the ωB97M-V functional and the def2-TZVPD basis.

ORCA input file:
```
! RIJCOSX wB97M-V def2-TZVPD def2/J DEFGRID3
* xyz 1 1
C 0.68681 0.97987 -0.47291
C 0.09391 -1.36270 -0.23055
C -1.73878 0.49320 -0.30163
C 1.83294 1.15397 0.49502
C 0.99977 -2.54063 -0.34749
N -0.61502 1.26931 0.09222
O -2.94970 1.02271 0.12410
S -1.43353 -1.33388 0.35153
H -1.69071 0.37393 -1.43967
H 1.56344 1.67876 1.44207
H 2.60402 1.75966 -0.00650
H 2.19057 0.20011 0.85787
H 1.83691 -2.32534 -1.01223
H 0.40007 -3.45846 -0.61961
H 1.45462 -2.40111 0.67714
H -0.54331 1.25644 1.11961
H -0.90948 2.18291 -0.19627
H -3.78255 1.05123 -0.53272
*
```

Values from the calculation:
- Kohn-Sham gap (alpha / beta) (eV) = 7.678 / 7.678

=====

Run x
This record from the OMol25 dataset describes the ion C5H10NOS with charge +1. The level of theory is the ωB97M-V functional and the def2-TZVPD basis.

ORCA input file:
```
! RIJCOSX wB97M-V def2-TZVPD def2/J DEFGRID3
* xyz 1 1
C 0.13687 -1.78820 -0.07397
C 0.02511 -0.32799 -0.21240
C -0.96707 0.61393 -0.03477
C -2.36796 0.38686 0.35070
S -0.43389 2.27628 -0.32330
C 1.25372 1.86350 -0.83802
O 2.29822 2.48426 -0.17773
N 1.36473 0.36221 -0.46002
H 1.10456 -1.93600 0.53489
H 0.12683 -2.25969 -1.04873
H -0.77802 -2.32042 0.40591
H -2.58290 1.12939 1.24108
H -2.65644 -0.69115 0.69484
H -3.05401 0.71889 -0.52624
H 1.38842 2.04246 -1.96661
H 2.25587 3.45594 -0.24650
H 1.90244 0.20607 0.36752
H 1.78982 -0.11500 -1.24287
*
```

Values from the calculation:
- structure (SMILES) = CC1=C(C)S[C@@H](O)[NH2+]1
- Kohn-Sham gap (eV) = 9.734

=====

We find run x to be the most stable, with the next structure 123.4 kcal/mol higher.

=====

Run w
This record from the OMol25 dataset describes a structure of composition C53H68N9O2STi. The level of theory is the ωB97M-V functional and the def2-TZVPD basis.

ORCA input file:
```
! RIJCOSX wB97M-V def2-TZVPD def2/J DEFGRID3
* xyz 3 1
Ti 0.09617 -0.13956 0.88361
C 3.13969 -0.72535 4.07993
C 2.85219 -1.49979 2.80546
N 2.35228 -0.68192 1.63714
C 3.29808 0.43636 1.36873
C 2.90989 1.74159 2.07104
S 1.12084 1.94518 2.29978
C 0.93927 2.09421 4.10793
C 1.90391 1.28084 4.97857
N 1.94083 -0.11851 4.61824
H 3.58383 -1.44111 4.77685
H 3.91546 0.02240 3.91067
H 3.78195 -1.97718 2.48197
H 2.14061 -2.29385 3.02459
H 2.46556 -1.31496 0.84486
H 4.30268 0.14957 1.68471
H 3.34657 0.59556 0.30166
H 3.35017 1.81190 3.05806
H 3.28521 2.58736 1.49876
H 1.04119 3.16057 4.31125
H -0.09641 1.80942 4.29887
H 2.89981 1.72820 4.96520
H 1.55612 1.39916 6.00682
H 1.54437 -0.68834 5.34871
C -4.40336 4.48797 -1.19835
C -5.23885 3.66016 -0.25598
C -6.52577 4.04847 0.10334
C -7.29942 3.28573 0.96476
C -6.80301 2.09236 1.47290
C -5.52965 1.67435 1.12087
C -4.75751 2.46739 0.27928
N -3.44248 2.05135 -0.14121
C -2.50204 1.48394 0.61415
N -2.60356 1.64632 1.93135
C -2.03952 0.84118 2.94042
C -0.98398 -0.02645 2.68108
C -0.62942 -0.90201 3.71581
C -1.24253 -0.85863 4.94813
C -2.23371 0.08642 5.19709
C -2.65557 0.94791 4.20291
C -3.75399 1.95280 4.46154
N -1.43906 0.82977 0.05620
C -1.45430 0.95558 -1.41768
C -1.04423 2.16956 -1.96576
C -1.08713 2.38060 -3.33065
C -1.56875 1.37155 -4.15990
C -2.03032 0.19116 -3.60604
C -1.99905 -0.04103 -2.22797
C -2.62726 -1.29211 -1.68299
H -4.89708 5.43034 -1.42459
H -4.24424 3.97656 -2.15417
H -3.42280 4.71674 -0.77378
H -6.92226 4.97397 -0.29779
H -8.29507 3.61605 1.22988
H -7.41086 1.48038 2.12667
H -5.15624 0.72227 1.48294
H -3.23658 2.14618 -1.12545
H -3.39001 2.21744 2.21411
H 0.14039 -1.64501 3.57102
H -0.94683 -1.55955 5.72035
H -2.70674 0.13507 6.17085
H -4.04787 1.92934 5.50837
H -4.65221 1.74703 3.87315
H -3.43596 2.97738 4.24330
H -0.70719 2.95935 -1.30575
H -0.76463 3.32848 -3.74330
H -1.61249 1.52062 -5.23124
H -2.45072 -0.57441 -4.24889
H -2.80852 -2.01074 -2.48070
H -3.59366 -1.06774 -1.21984
H -2.00211 -1.77674 -0.94183
C 3.74079 4.50552 -3.71406
C 4.19867 3.09581 -3.31407
C 4.46900 2.27876 -4.57962
C 5.49019 3.19462 -2.48145
C 3.14951 2.43645 -2.43413
C 2.51905 3.12831 -1.40050
C 1.64959 2.47336 -0.56473
N 1.32178 1.17229 -0.67414
C 1.81696 0.53504 -1.74757
C 2.75717 1.11130 -2.58651
C 1.28248 -0.80676 -2.05105
C 1.28403 -1.25006 -3.35604
C 0.82064 -2.51791 -3.69527
C 0.37461 -3.28748 -2.63051
C 0.35209 -2.76393 -1.35716
N 0.77602 -1.52782 -1.02431
C 0.86598 -3.01903 -5.12829
C 0.33631 -1.94588 -6.08794
C 0.04007 -4.29400 -5.30583
C 2.34261 -3.32184 -5.45351
H 4.47642 4.94210 -4.39003
H 3.65615 5.17737 -2.85852
H 2.78055 4.48266 -4.23549
H 5.13331 2.84240 -5.23421
H 3.55145 2.07785 -5.13934
H 4.96509 1.32989 -4.36186
H 6.27754 3.65174 -3.08285
H 5.83704 2.20753 -2.16730
H 5.34560 3.81359 -1.59273
H 2.71257 4.17759 -1.22194
H 1.17283 3.02855 0.22726
H 3.18377 0.51168 -3.37563
H 1.63408 -0.58329 -4.12902
H 0.01270 -4.29565 -2.77164
H -0.02914 -3.39343 -0.57899
H -0.72852 -1.75622 -5.92374
H 0.45624 -2.29722 -7.11323
H 0.87263 -0.99846 -6.00957
H -0.99459 -4.15765 -4.97934
H 0.46839 -5.14344 -4.76910
H 0.01944 -4.56185 -6.36246
H 2.95673 -2.41892 -5.40249
H 2.41558 -3.72138 -6.46632
H 2.75802 -4.06225 -4.76648
O 1.34021 -3.80148 4.97153
C 0.67348 -5.04792 4.79979
N 1.11335 -5.76955 3.63139
C 0.89374 -5.33837 2.36204
O 1.51557 -5.70006 1.38680
C -0.20308 -4.32413 2.16435
C -1.55029 -4.58252 2.35297
C -2.47530 -3.61399 1.98571
C -2.02206 -2.41686 1.48093
N -0.71623 -2.17135 1.27519
C 0.16072 -3.12049 1.60707
H 2.18677 -3.96409 5.40371
H -0.38083 -4.80717 4.71824
H 0.81279 -5.69389 5.66275
H 1.84096 -6.46508 3.72562
H -1.87759 -5.52890 2.76827
H -3.53788 -3.77589 2.10649
H -2.71009 -1.62284 1.23399
H 1.20220 -2.93443 1.39486
*
```

Values from the calculation:
- Kohn-Sham gap (eV) = 6.702

=====

Run x
This record from the OMol25 dataset describes a structure of composition C53H68N9O2STi. The level of theory is the ωB97M-V functional and the def2-TZVPD basis.

ORCA input file:
```
! RIJCOSX wB97M-V def2-TZVPD def2/J DEFGRID3
* xyz 3 1
Ti 0.37045 -1.46334 0.03518
C -0.14597 -5.23296 1.15875
C -0.91574 -4.15922 1.93099
N -1.23298 -2.96370 1.10716
C -2.37981 -3.26702 0.22651
C -1.98565 -3.93363 -1.09394
S -0.38875 -3.35912 -1.80845
C 0.56202 -4.91887 -1.98847
C 1.37370 -5.34233 -0.75237
N 0.95888 -4.61018 0.43295
H 0.20384 -5.99444 1.86729
H -0.79911 -5.74655 0.45240
H -1.83589 -4.60934 2.32149
H -0.33470 -3.84318 2.79641
H -1.55194 -2.26587 1.78883
H -3.08230 -3.94738 0.73053
H -2.93007 -2.34611 0.02726
H -1.90814 -5.00883 -0.97842
H -2.75807 -3.73966 -1.83834
H -0.16065 -5.67319 -2.29157
H 1.23012 -4.74347 -2.83142
H 1.26973 -6.42674 -0.62204
H 2.42855 -5.12969 -0.93116
H 1.75203 -4.53922 1.06393
C 4.37182 2.86070 -3.10124
C 5.14742 1.59503 -3.29996
C 6.44991 1.59640 -3.78321
C 7.14662 0.41663 -3.97631
C 6.54053 -0.80072 -3.71249
C 5.24616 -0.83057 -3.23143
C 4.55935 0.36046 -3.01419
N 3.21307 0.33010 -2.55758
C 2.72201 -0.42649 -1.56330
N 3.62786 -1.00779 -0.76074
C 3.43340 -1.77167 0.39538
C 2.14597 -1.94464 0.92524
C 2.09206 -2.61158 2.15815
C 3.21244 -3.14241 2.77695
C 4.45646 -3.00484 2.18521
C 4.59417 -2.29291 1.00502
C 5.96120 -2.06852 0.43457
N 1.39801 -0.56473 -1.39209
C 0.64023 -0.04042 -2.50082
C 0.00990 1.20528 -2.41046
C -0.70236 1.71255 -3.48414
C -0.78253 0.99072 -4.66612
C -0.11324 -0.21480 -4.77852
C 0.62392 -0.73721 -3.71894
C 1.44380 -1.97371 -3.93788
H 4.99709 3.72901 -3.28466
H 3.98191 2.92932 -2.08502
H 3.52872 2.90426 -3.79376
H 6.92068 2.53733 -4.01600
H 8.15579 0.44681 -4.35004
H 7.06871 -1.72223 -3.89117
H 4.75175 -1.77751 -3.06659
H 2.56866 0.94259 -3.04287
H 4.59926 -0.81055 -0.98768
H 1.14525 -2.69338 2.67010
H 3.11974 -3.65011 3.72428
H 5.32900 -3.42512 2.66075
H 6.69604 -2.62053 1.01389
H 6.23796 -1.01495 0.48888
H 6.03920 -2.40282 -0.59837
H 0.11120 1.79824 -1.51046
H -1.17926 2.67892 -3.41457
H -1.33973 1.37542 -5.50694
H -0.13659 -0.75773 -5.71237
H 0.85020 -2.74022 -4.42965
H 1.84419 -2.36873 -3.00185
H 2.27863 -1.74303 -4.60062
C -6.56376 -0.08310 -0.26779
C -5.73286 0.90247 -1.10916
C -5.86997 2.29994 -0.49378
C -6.26890 0.94790 -2.54163
C -4.30585 0.42215 -1.07274
C -3.74985 -0.39857 -2.06018
C -2.46335 -0.88241 -1.91773
N -1.65174 -0.54611 -0.91179
C -2.12587 0.36006 -0.03493
C -3.44732 0.78589 -0.03551
C -1.08316 1.05227 0.73888
C -1.28729 2.39460 1.05225
C -0.22748 3.21387 1.42602
C 1.00163 2.55692 1.59914
C 1.12904 1.21282 1.31506
N 0.11905 0.45625 0.84953
C -0.36263 4.71448 1.49883
C 0.56942 5.29107 0.41559
C -1.78814 5.19069 1.20866
C 0.04842 5.22967 2.88383
H -7.60208 0.23584 -0.26909
H -6.21739 -0.10177 0.76337
H -6.51930 -1.08967 -0.67522
H -6.89287 2.63926 -0.61947
H -5.21702 3.01205 -0.99128
H -5.66257 2.30810 0.57208
H -7.26062 1.38940 -2.53628
H -6.35906 -0.04046 -2.98258
H -5.63230 1.56451 -3.17257
H -4.30996 -0.66660 -2.93899
H -2.04198 -1.55206 -2.65612
H -3.79363 1.43544 0.75056
H -2.26198 2.82966 0.91048
H 1.86527 3.10891 1.93360
H 2.08389 0.71101 1.44906
H 0.27856 4.92565 -0.56811
H 1.61036 5.03680 0.59277
H 0.48244 6.37339 0.41194
H -2.09176 4.94142 0.19395
H -1.82281 6.27222 1.29820
H -2.50515 4.78383 1.91773
H 1.06401 4.95095 3.14601
H -0.63055 4.85373 3.64507
H -0.01097 6.31384 2.89248
O -4.16362 3.67337 3.33320
C -4.14771 2.75973 4.39807
N -2.96462 1.94797 4.20835
C -2.30423 1.40993 5.27134
O -2.70310 1.45017 6.40570
C -1.02608 0.73936 4.87277
C 0.10549 0.88194 5.67048
C 1.28503 0.29885 5.23963
C 1.27710 -0.40853 4.04811
N 0.18301 -0.61862 3.31149
C -0.94190 -0.05103 3.73374
H -4.81680 4.35555 3.52185
H -5.04263 2.11590 4.37740
H -4.08937 3.24950 5.38045
H -2.47751 2.12605 3.34211
H 0.03700 1.44062 6.59172
H 2.19151 0.37727 5.81781
H 2.18935 -0.85180 3.67276
H -1.82895 -0.23833 3.13300
*
```

Values from the calculation:
- Kohn-Sham gap (eV) = 6.244

=====

We find run w to be the most stable, with the next structure 21.7 kcal/mol higher.

=====

Run w
This record from the OMol25 dataset describes an isolated molecule of C5H4N4S. The level of theory is the ωB97M-V functional and the def2-TZVPD basis.

ORCA input file:
```
! RIJCOSX wB97M-V def2-TZVPD def2/J DEFGRID3
* xyz 0 1
C 0.93893 -2.25441 -0.07704
C -1.12106 -1.67024 0.17546
C -0.34260 -0.53082 0.04885
C -2.75134 1.32889 0.17830
C -3.50079 0.24878 0.11961
N -0.22645 -2.72684 0.10189
N -1.48238 1.69937 -0.12190
N 0.97851 -0.91276 -0.13773
N -0.46296 0.83819 -0.06557
S -4.57738 -0.82557 -0.09019
H 1.78630 -2.78053 -0.23794
H -3.13672 2.30806 0.46493
H 1.79611 -0.46243 -0.48500
H 0.43714 1.38335 -0.06940
*
```

Values from the calculation:
- Kohn-Sham gap (alpha / beta) (eV) = 5.856 / 6.243

=====

Run x
This record from the OMol25 dataset describes an isolated molecule of C5H4N4S. The level of theory is the ωB97M-V functional and the def2-TZVPD basis.

ORCA input file:
```
! RIJCOSX wB97M-V def2-TZVPD def2/J DEFGRID3
* xyz 0 1
N 1.80102 -1.39640 -0.03992
C 1.05379 -0.28596 -0.04635
N 1.65393 0.92705 -0.00416
C 0.92649 2.04002 -0.04926
N -0.38130 2.13105 -0.06983
C -0.97655 0.95430 -0.10263
S -2.71521 0.70855 0.02199
C -2.39745 -1.02913 -0.03502
N -1.15799 -1.41622 -0.09298
C -0.37422 -0.31191 -0.14376
H 1.48336 -2.34183 0.13109
H 2.82224 -1.23117 0.31735
H 1.47668 3.01504 0.07367
H -3.21479 -1.76339 0.03981
*
```

Values from the calculation:
- structure (SMILES) = Nc1ncnc2scnc12
- Kohn-Sham gap (eV) = 9.386

=====

We find run x to be the most stable, with the next structure 170.9 kcal/mol higher.